{
  "formula": "C31H33Br2N9O2STa",
  "method": "ωB97M-V with the def2-TZVPD basis set",
  "elements": ["Ta", "N", "C", "S", "N", "N", "C", "C", "C", "C", "C", "C", "C", "O", "H", "H", "H", "H", "H", "H", "H", "Br", "C", "C", "C", "N", "C", "C", "C", "C", "C", "Br", "C", "C", "N", "H", "H", "H", "H", "H", "H", "O", "C", "C", "C", "C", "C", "C", "N", "H", "H", "H", "H", "H", "H", "H", "C", "C", "N", "C", "N", "C", "C", "C", "N", "C", "H", "H", "H", "H", "H", "H", "H", "H", "H", "H", "H", "H", "H"],
  "positions_angstrom": [[-0.64581, -0.52962, 0.31599], [-4.87358, -0.45830, -1.34772], [-3.64286, -0.80993, -0.95473], [-3.12557, -0.34193, 0.64179], [-2.86604, -1.46154, -1.76298], [-1.61449, -1.76964, -1.19468], [-1.18682, -2.90609, -1.71479], [-0.00309, -3.61894, -1.42128], [0.34762, -4.78696, -2.12847], [1.50203, -5.45083, -1.79559], [2.31359, -4.97840, -0.75469], [1.99116, -3.84253, -0.03221], [0.82618, -3.17269, -0.37852], [0.42385, -2.07151, 0.25394], [-5.52280, -0.04537, -0.70119], [-5.23060, -0.82820, -2.21552], [-1.86020, -3.33261, -2.45329], [-0.28933, -5.14606, -2.92695], [1.78855, -6.34387, -2.33265], [3.21728, -5.52055, -0.50764], [2.61839, -3.48828, 0.77390], [-2.92873, 5.01995, 3.88608], [-2.19719, 3.58747, 2.96510], [-1.61353, 2.52105, 3.64048], [-1.08987, 1.48308, 2.90869], [-1.10341, 1.42023, 1.56360], [-1.68219, 2.46366, 0.91165], [-2.22363, 3.54696, 1.57495], [-1.72842, 2.35750, -0.56316], [-2.09803, 3.41615, -1.37262], [-2.18645, 3.22522, -2.74629], [-2.69363, 4.62424, -3.86179], [-1.88298, 1.97344, -3.26290], [-1.47954, 0.98180, -2.39711], [-1.39835, 1.15097, -1.06622], [-1.57117, 2.49339, 4.71993], [-0.64811, 0.65313, 3.43747], [-2.69048, 4.35034, 1.02678], [-2.31713, 4.38609, -0.95392], [-1.94763, 1.77140, -4.32259], [-1.22015, 0.01109, -2.78714], [1.01753, -0.14529, 1.81645], [1.28063, -1.01734, 2.92117], [-0.00084, -1.71134, 3.26773], [-0.08177, -2.42044, 4.45085], [-1.21399, -3.17373, 4.71234], [-2.21631, -3.19437, 3.75627], [-2.07799, -2.43299, 2.61576], [-0.99909, -1.66016, 2.36376], [1.83716, 0.20334, 1.43438], [1.65853, -0.43258, 3.76144], [2.03993, -1.74938, 2.63787], [0.74743, -2.39274, 5.14573], [-1.30260, -3.74022, 5.62953], [-3.11064, -3.78702, 3.88470], [-2.85624, -2.43717, 1.87045], [3.03015, 3.92467, -0.68727], [2.26285, 3.49754, 0.54216], [1.63942, 2.17891, 0.31564], [1.88275, 1.34422, -0.72779], [1.06205, 0.28737, -0.91033], [1.47434, -0.61639, -2.01159], [2.05355, 0.13695, -3.18637], [3.27908, 0.86873, -2.70606], [2.94835, 1.61503, -1.48722], [3.84517, 2.73571, -1.15109], [3.67497, 4.76962, -0.45368], [2.35118, 4.23134, -1.48569], [1.46811, 4.20047, 0.79121], [2.93008, 3.42835, 1.40246], [0.75185, 2.05138, 0.77161], [0.60198, -1.17707, -2.33767], [2.20825, -1.34434, -1.65310], [1.32220, 0.83560, -3.59975], [2.32578, -0.56532, -3.97395], [3.62690, 1.58904, -3.44496], [4.10225, 0.17945, -2.50246], [4.41046, 2.96801, -2.04963], [4.55968, 2.41886, -0.38665]],
  "homo_lumo_gap_ev": 6.8377,
  "charge": 3,
  "homo_ev": -16.25,
  "relative_energy_kj_mol": 18.2
}



{
  "formula": "C5H25NO8",
  "method": "ωB97M-V with the def2-TZVPD basis set",
  "elements": ["C", "C", "C", "N", "C", "C", "O", "H", "H", "H", "H", "H", "H", "H", "H", "H", "H", "H", "H", "H", "O", "H", "H", "O", "H", "H", "O", "H", "H", "O", "H", "H", "O", "H", "H", "O", "H", "H", "O"],
  "positions_angstrom": [[0.93087, -1.08254, 3.14339], [0.47385, -1.86317, 1.94637], [0.72857, 0.42046, 3.04882], [1.23191, 0.96393, 1.77079], [0.27819, 1.57067, 0.83116], [0.98261, 1.86112, -0.43646], [0.41113, 2.29929, -1.42495], [1.91680, -1.33628, 3.46345], [0.13883, -1.50336, 3.81227], [0.89915, -2.89970, 1.84903], [0.84992, -1.35534, 0.99191], [-0.60382, -1.93548, 1.77946], [1.44621, 0.86570, 3.86611], [-0.23089, 0.66410, 3.44377], [1.85947, 1.71771, 1.95490], [-0.12903, 2.58462, 1.03453], [-0.61430, 0.93802, 0.77703], [2.11117, 2.01835, -0.41937], [-1.93993, -2.13266, -0.84145], [-1.05999, -2.75292, -1.79182], [-1.98625, -2.51437, -1.74236], [1.93287, 0.74956, -2.95053], [1.91643, -0.57183, -3.83585], [2.08892, 0.36854, -3.80977], [-2.59960, -0.39363, 0.39161], [-2.63476, -1.98887, 0.56058], [-2.21236, -1.17239, 0.84949], [-1.90874, 1.47740, -3.47617], [-0.94126, 2.23960, -2.35475], [-1.81701, 2.13555, -2.77503], [0.69280, -0.81596, -1.79860], [-0.82884, -0.64817, -1.72923], [-0.00762, -0.17573, -1.60132], [-3.72814, 1.57442, -0.18868], [-2.45399, 1.50245, -1.12088], [-2.80256, 1.27618, -0.25867], [2.96466, -0.54638, -0.34256], [1.81813, -0.82189, -1.35598], [2.82660, -0.71700, -1.26026]],
  "homo_lumo_gap_ev": 9.7399,
  "homo_ev": -9.60,
  "relative_energy_kj_mol": 418.4,
  "smiles": "CCCNCC=O.O.O.O.O.O.O.O"
}